Record 1
# C5H7N3

A single C5H7N3 molecule (the ωB97M-V functional and the def2-TZVPD basis, the OMol25 dataset).

Structure (ORCA input):
```
! RIJCOSX wB97M-V def2-TZVPD def2/J DEFGRID3
* xyz 0 1
C -1.06175 1.27316 -0.95444
C -1.26936 -0.07282 -0.61658
C 0.71527 2.85325 -0.32297
C 0.88681 -0.57159 0.29623
C 1.56129 -0.49603 1.41540
N -0.00069 1.96437 -0.72912
N -0.39498 -0.85334 0.02110
N -0.80445 -2.19187 0.18856
H -1.83791 1.75595 -1.53802
H -2.19206 -0.54490 -0.90638
H 1.65627 3.09704 -0.79249
H 1.10389 -0.49089 2.41019
H 2.63134 -0.37276 1.40183
H -0.16231 -2.65686 0.82397
H -0.83135 -2.69271 -0.69727
*
```

Energy ... -358.75084 Ha
LUMO level (spin up / spin down) ... 0.24 / 0.17 eV
Kohn-Sham gap (spin up / spin down) ... 6.9 / 7.0 eV

Record 2
# C14H19NO4

A single C14H19NO4 molecule (the ωB97M-V functional and the def2-TZVPD basis, the OMol25 dataset).

Structure (ORCA input):
```
! RIJCOSX wB97M-V def2-TZVPD def2/J DEFGRID3
* xyz 0 1
C -0.10218 -2.53982 -1.52852
C 0.90658 -1.40910 -1.36761
H 1.88631 -1.71836 -1.75019
C 1.13409 -0.87070 0.06575
O 1.89829 0.05511 0.23519
N 0.51102 -1.52478 1.06020
H -0.23187 -2.16665 0.83676
C 0.52594 -1.03068 2.42423
C -0.80761 -0.36632 2.76993
C -0.77283 0.16909 4.19743
C -0.47091 -0.95812 5.18103
C 0.85153 -1.63403 4.83039
C 0.82026 -2.16840 3.40095
H 1.77675 -2.63067 3.15000
H 0.04137 -2.93052 3.31247
H 1.04852 -2.45233 5.52605
H 1.66369 -0.91043 4.92496
H -0.42587 -0.56283 6.19768
H -1.27592 -1.69606 5.14517
H -1.73110 0.63103 4.44231
H -0.00029 0.93653 4.27628
H -1.00305 0.43627 2.05742
H -1.61043 -1.10276 2.67519
H 1.32795 -0.28720 2.46702
O 0.55640 -0.29916 -2.20241
C -0.42253 0.49036 -1.75725
O -1.05876 0.28902 -0.74684
C -0.65406 1.63021 -2.64282
C -1.55215 2.66380 -2.51135
C -1.35230 3.49627 -3.62870
C -0.35329 2.91045 -4.35389
O 0.07067 1.79044 -3.77016
H 0.11928 3.19614 -5.27364
H -1.87337 4.40149 -3.86287
H -2.25079 2.79104 -1.71079
H 0.22819 -3.42146 -0.98531
H -1.08528 -2.22959 -1.18000
H -0.18017 -2.79387 -2.58408
*
```

Energy ... -900.61527 Ha
LUMO level ... 0.73 eV
Kohn-Sham gap ... 9.8 eV

Record 3
# CH3F3NS

A gas-phase ion, CH3F3NS (charge +1) (the ωB97M-V functional and the def2-TZVPD basis, the OMol25 dataset).

Structure (ORCA input):
```
! RIJCOSX wB97M-V def2-TZVPD def2/J DEFGRID3
* xyz 1 1
C -1.21000 -0.22467 0.86467
N -0.31659 0.58793 0.41055
F 2.05365 -0.11641 0.13404
F 0.48235 -0.43360 -1.70773
F 2.41873 0.73887 -2.01918
S 1.22208 0.78757 -0.91175
H -1.42420 -1.07848 0.25490
H -2.27605 0.34208 1.14985
H -0.94995 -0.60329 1.82464
*
```

Energy ... -791.92791 Ha
LUMO level (spin up / spin down) ... -7.98 / -8.03 eV
Kohn-Sham gap (spin up / spin down) ... 8.3 / 8.4 eV

Record 4
# C23H22ClFN2O3S

A single C23H22ClFN2O3S molecule (the ωB97M-V functional and the def2-TZVPD basis, the OMol25 dataset).

Structure (ORCA input):
```
! RIJCOSX wB97M-V def2-TZVPD def2/J DEFGRID3
* xyz 0 1
O -2.35071 0.05916 -2.40202
C -1.48431 -0.15842 -1.56972
N -1.06720 -1.43015 -1.29600
C -0.43248 -1.86442 -0.07104
H -0.02403 -1.01169 0.46334
C -1.49698 -2.60392 0.78614
N -2.82900 -2.20625 0.39305
C -3.32149 -0.96873 0.79561
C -2.59167 -0.09975 1.61440
C -3.11372 1.11239 2.02375
C -4.38204 1.47377 1.61911
C -5.14843 0.62585 0.84178
C -4.62323 -0.58634 0.44712
H -5.24722 -1.24892 -0.13051
H -6.14760 0.91412 0.55663
F -4.88709 2.67010 2.00138
H -2.53534 1.77902 2.64408
H -1.59774 -0.34874 1.94773
C -3.11863 -2.69341 -0.94534
H -3.38294 -3.75510 -0.89229
C -1.88215 -2.49130 -1.85758
H -2.19255 -2.19717 -2.85952
H -1.26845 -3.39265 -1.91530
H -3.95559 -2.14102 -1.36353
H -1.42821 -3.68322 0.62226
H -1.34735 -2.42068 1.84968
H 0.39136 -2.54173 -0.32267
C -0.84585 0.97873 -0.89142
C -1.35698 2.24777 -0.78876
C -0.40635 3.00668 -0.07924
C 0.63251 2.16020 0.20360
O 0.37069 0.92935 -0.29050
C 1.92755 2.39640 0.85494
H 2.40905 1.47256 1.17003
H 1.83821 3.08267 1.69487
S 3.12557 3.27123 -0.31253
O 4.35367 3.41329 0.45984
C 3.40385 1.81472 -1.47043
C 4.04217 0.68840 -0.74932
C 3.31743 -0.45062 -0.40984
C 3.90141 -1.46882 0.32034
C 5.22035 -1.34256 0.72692
C 5.95797 -0.21564 0.40068
C 5.36834 0.79295 -0.33800
H 5.93683 1.67479 -0.58677
H 6.98323 -0.12897 0.72333
Cl 5.95265 -2.61104 1.64715
H 3.33974 -2.35320 0.57787
H 2.29045 -0.54458 -0.72929
H 2.43175 1.56489 -1.88691
H 4.04994 2.22020 -2.24774
H -0.47706 4.03945 0.19209
H -2.30229 2.57035 -1.17144
*
```

Energy ... -2183.09891 Ha
LUMO level ... 0.41 eV
Kohn-Sham gap ... 8.3 eV

Record 5
# C28H33BrGaN5OS2

A molecular structure, C28H33BrGaN5OS2 (the ωB97M-V functional and the def2-TZVPD basis, the OMol25 dataset).

Structure (ORCA input):
```
! RIJCOSX wB97M-V def2-TZVPD def2/J DEFGRID3
* xyz 2 1
Ga -0.23942 -0.65755 1.08174
C 0.40304 -0.19946 4.73591
C -0.39502 0.40141 3.62942
N -1.21862 -0.39054 2.98628
N -2.32057 0.30278 2.43469
C -2.85796 -0.18678 1.38510
S -2.14100 -1.48994 0.39959
S -4.33031 0.43804 0.69844
C -4.76248 1.73628 1.89597
C -4.24871 3.10383 1.52355
C -4.39209 3.62735 0.24129
C -3.94915 4.90865 -0.04869
C -3.35927 5.68540 0.94214
C -3.21246 5.16950 2.21981
C -3.64982 3.88253 2.50608
C -0.23960 1.79818 3.24733
C -0.20949 2.84228 4.17633
C -0.03938 4.14690 3.76501
C 0.13002 4.41136 2.40807
C 0.15913 3.38915 1.47781
C -0.01260 2.06880 1.87761
O 0.13220 1.10341 0.93891
H 0.44620 -1.28470 4.64835
H -0.13946 0.01679 5.66320
H 1.39317 0.24272 4.83390
H -4.33938 1.42434 2.84715
H -5.84899 1.70751 1.97794
H -4.86913 3.03791 -0.53433
H -4.08222 5.31179 -1.04476
H -3.03025 6.69227 0.72014
H -2.76482 5.77132 3.00032
H -3.53012 3.48235 3.50669
H -0.36070 2.61900 5.22579
H -0.03325 4.95116 4.48714
H 0.24733 5.43326 2.07093
H 0.31411 3.59483 0.42707
C 4.17716 -1.71993 3.85763
C 3.28943 -2.15131 2.72605
C 3.44749 -3.37745 2.08277
C 2.62630 -3.74121 1.02880
C 1.62600 -2.87153 0.65425
Br 0.55561 -3.23404 -0.84831
N 1.41946 -1.70596 1.28889
C 2.25869 -1.34927 2.28472
H 5.21481 -1.98203 3.65750
H 3.88359 -2.22268 4.78056
H 4.12066 -0.64551 4.02320
H 4.23956 -4.04762 2.39554
H 2.76169 -4.67261 0.49947
H 2.08759 -0.37040 2.71214
C -1.60786 -0.80076 -4.53146
C -1.63922 -0.84112 -2.98621
N -0.72057 0.15306 -2.43014
C -1.21469 1.49610 -2.72643
C -1.47541 1.64634 -4.24431
N -0.86056 0.44656 -4.92035
C 0.58499 0.32240 -4.52581
C 0.60896 -0.01803 -3.01723
H -2.59944 -0.74282 -4.97541
H -1.07597 -1.64224 -4.97204
H -1.36239 -1.83245 -2.62603
H -2.64073 -0.63201 -2.61370
H -0.47596 2.21918 -2.38408
H -2.13435 1.67194 -2.16966
H -1.01910 2.53669 -4.67208
H -2.53448 1.64136 -4.49535
H -0.92084 0.56966 -5.92918
H 1.05752 1.27602 -4.75331
H 1.03578 -0.44831 -5.14755
H 1.31301 0.63701 -2.50576
H 0.93056 -1.04551 -2.85177
*
```

Energy ... -6730.47881 Ha
LUMO level ... -5.81 eV
Kohn-Sham gap ... 7.1 eV

Record 6
# C27H31N4O2S

2 unconnected molecules or ions with the total composition C27H31N4O2S (the ωB97M-V functional and the def2-TZVPD basis, the OMol25 dataset).

Structure (ORCA input):
```
! RIJCOSX wB97M-V def2-TZVPD def2/J DEFGRID3
* xyz 1 1
C 0.06603 3.27252 0.93810
C 0.27940 3.18005 2.42950
N 0.24276 1.78731 2.90453
C -0.70518 1.06810 2.34912
N -1.46615 1.42696 1.27966
C -1.32742 2.75150 0.66785
C -2.73926 0.75520 1.07706
C -2.66278 -0.52245 1.87892
S -1.27570 -0.43048 3.03432
H 0.16892 4.30162 0.57725
H 0.80265 2.67150 0.39395
H 1.23846 3.63929 2.71076
H -0.52823 3.73005 2.95864
H -2.06818 3.44965 1.11007
H -1.55846 2.64921 -0.40593
H -3.55785 1.38309 1.45411
H -2.92953 0.59077 0.00987
H -3.57205 -0.73621 2.43457
H -2.44402 -1.36305 1.22127
C -2.96299 -3.59205 8.09458
O -1.76472 -3.11599 7.44577
C -1.69027 -1.80273 7.08632
C -0.50614 -1.38375 6.41891
C -0.34619 -0.04540 6.12869
C -1.42557 0.85656 6.32443
C -2.60282 0.46825 6.95033
C -2.71392 -0.85702 7.38485
N -1.07223 2.08571 5.76090
C -1.87488 3.29964 5.77990
C 0.17539 2.00380 5.21559
C 0.68649 0.68911 5.37854
C 1.79304 0.17325 4.69107
C 3.00906 0.88037 4.40282
C 3.10808 1.80942 3.35722
N 4.32689 2.42466 3.37494
C 4.66237 3.55554 2.52888
C 5.12553 1.83146 4.34141
C 4.35693 0.84356 5.01949
C 4.96161 0.09838 6.02784
C 6.31785 0.39100 6.36247
O 7.00871 -0.21172 7.36705
C 6.35230 -1.16133 8.21611
C 7.05419 1.39045 5.66963
C 6.45360 2.12206 4.65408
H -2.78123 -4.64641 8.26932
H -3.12462 -3.07087 9.05343
H -3.84126 -3.45390 7.44087
H 0.29517 -2.08325 6.18753
H -3.40429 1.18576 7.11373
H -3.60046 -1.15886 7.94319
H -2.86647 3.06257 6.16716
H -1.40414 4.06926 6.41627
H -1.98899 3.70099 4.75835
H 0.73580 2.89300 4.96374
H 1.77915 -0.89850 4.45823
H 2.39912 2.00632 2.57134
H 5.70843 3.82979 2.69042
H 4.52374 3.29066 1.47230
H 4.02478 4.42154 2.77209
H 4.37923 -0.66756 6.55491
H 7.12572 -1.46426 8.92351
H 5.51039 -0.69659 8.75115
H 6.00348 -2.03035 7.63914
H 8.09486 1.56367 5.95933
H 6.98323 2.90323 4.11715
*
```

Energy ... -1814.85922 Ha
LUMO level ... -3.96 eV
Kohn-Sham gap ... 5.8 eV

Record 7
# C24H57Cl2N2O12

6 unconnected molecules or ions with the total composition C24H57Cl2N2O12 (the ωB97M-V functional and the def2-TZVPD basis, the OMol25 dataset).

Structure (ORCA input):
```
! RIJCOSX wB97M-V def2-TZVPD def2/J DEFGRID3
* xyz -1 1
C -3.27775 2.85726 0.30331
C -4.53938 3.57385 0.76932
Cl -4.06971 5.20255 1.39179
C -5.63812 3.71498 -0.28709
Cl -4.72480 4.36239 -1.87319
N -6.64939 4.56411 0.07010
C -7.90059 3.98612 0.00322
O -8.00576 2.66035 0.75990
N -9.30066 2.39460 1.04199
O -9.53263 1.23389 1.04521
H -2.88033 2.21729 1.08687
H -3.52612 2.24846 -0.56297
H -2.52990 3.57290 -0.01328
H -4.97335 3.07988 1.63184
H -5.98183 2.71617 -0.56724
H -8.28132 3.76091 -1.00905
H -8.62541 4.64098 0.48875
C -0.14121 4.17661 -2.55595
O -0.79413 2.93103 -2.69107
C -0.53408 2.27468 -3.91428
C 0.47334 1.16160 -3.74746
O 1.76189 1.65526 -3.39786
C 2.05003 1.54090 -2.01741
H -0.24285 4.48546 -1.51729
H 0.92196 4.10642 -2.80662
H -0.61659 4.93158 -3.19094
H -0.19165 2.98571 -4.67359
H -1.47844 1.84126 -4.25850
H 0.57720 0.62625 -4.69749
H 0.11983 0.45099 -2.99346
H 2.24061 0.49257 -1.75692
H 1.23760 1.92188 -1.39474
H 2.94827 2.12275 -1.81479
C 3.49997 -2.80818 -5.56798
O 3.35413 -2.91200 -6.97258
C 1.99951 -2.89834 -7.38889
C 1.56708 -1.53143 -7.87094
O 1.54829 -0.58653 -6.81365
C 2.67021 0.27801 -6.78502
H 4.54968 -2.61746 -5.35255
H 2.90653 -1.97849 -5.17670
H 3.20227 -3.73563 -5.06786
H 1.34123 -3.22535 -6.57770
H 1.90695 -3.61515 -8.21100
H 0.54542 -1.60158 -8.25774
H 2.21623 -1.19359 -8.68485
H 2.60892 1.01702 -7.59168
H 3.60741 -0.27692 -6.87450
H 2.65628 0.79925 -5.82828
C -4.36599 4.11274 4.47034
O -3.67828 2.91016 4.15812
C -2.74989 2.50792 5.14006
C -3.29564 1.39116 6.00184
O -4.39114 1.81667 6.79541
C -5.64817 1.44072 6.26282
H -5.18673 4.21374 3.76643
H -4.76701 4.08908 5.48884
H -3.70444 4.97422 4.35299
H -2.45126 3.35596 5.76552
H -1.85871 2.14046 4.61846
H -2.51102 1.05331 6.68777
H -3.58398 0.54387 5.37161
H -5.81935 0.36595 6.39610
H -5.72785 1.69020 5.20287
H -6.41272 1.98834 6.81119
C 3.20888 -2.23645 -2.15605
O 3.97666 -3.42675 -2.20615
C 4.90898 -3.54529 -1.14626
C 4.41437 -4.47604 -0.06352
O 3.27987 -3.95049 0.60535
C 2.05572 -4.52287 0.18153
H 2.39070 -2.33141 -2.86742
H 2.79007 -2.08231 -1.15854
H 3.81924 -1.37227 -2.44047
H 5.13825 -2.56321 -0.72101
H 5.83167 -3.95623 -1.56824
H 5.20425 -4.59721 0.68497
H 4.19211 -5.46142 -0.48452
H 1.95135 -5.54323 0.56748
H 1.97492 -4.53940 -0.90760
H 1.25104 -3.91106 0.58565
C 4.80851 -4.09089 6.20467
O 4.62795 -4.24367 4.81101
C 3.26631 -4.19129 4.40950
C 2.89894 -2.84760 3.82757
O 2.94838 -1.81749 4.80377
C 4.11581 -1.02432 4.72599
H 5.87143 -3.93412 6.38209
H 4.25457 -3.23214 6.59176
H 4.49267 -4.99449 6.73861
H 2.60806 -4.43046 5.25072
H 3.12602 -4.95454 3.63807
H 1.86952 -2.89420 3.45943
H 3.54768 -2.61453 2.97957
H 4.07450 -0.35716 3.85785
H 5.01799 -1.63854 4.66478
H 4.16089 -0.41874 5.62981
*
```

Energy ... -2881.12081 Ha
LUMO level ... 1.88 eV
Kohn-Sham gap ... 5.6 eV

Record 8
# C27H51N2OP3SeSn

A molecular structure, C27H51N2OP3SeSn (the ωB97M-V functional and the def2-TZVPD basis, the OMol25 dataset).

Structure (ORCA input):
```
! RIJCOSX wB97M-V def2-TZVPD def2/J DEFGRID3
* xyz 4 1
Sn 1.47972 0.80142 -0.44773
P 1.92591 3.24583 0.46575
P 0.32244 1.22359 -2.77507
P 1.76166 -0.61022 1.78888
H 1.46958 -3.47843 -3.33808
C 1.30007 -3.83179 -2.32044
C 0.08732 -3.82256 -1.74414
H -0.78895 -3.35280 -2.22314
C 3.63597 3.85895 0.30138
C 0.91090 4.57011 -0.26933
C 1.59063 3.40351 2.25178
C -0.18843 -0.33814 -3.55371
C -1.15339 2.28141 -2.86458
C 1.50361 1.96988 -3.94977
C 1.48864 -2.38815 1.51692
C 0.71856 -0.22702 3.22434
C 3.47885 -0.49573 2.40515
H 2.16687 -4.28096 -1.81026
H -0.07994 -4.29701 -0.77116
H 3.65408 4.90103 0.65676
H 3.96142 3.82137 -0.74682
H 4.32571 3.24997 0.90368
H 1.39645 5.53034 -0.03909
H -0.10290 4.56163 0.15639
H 0.83943 4.45643 -1.35983
H 1.83828 4.43311 2.55277
H 2.19273 2.70417 2.84795
H 0.53013 3.21452 2.46198
H -0.12942 -0.24685 -4.64804
H -1.22335 -0.56839 -3.26771
H 0.44031 -1.17635 -3.22982
H -1.37317 2.52271 -3.91565
H -1.00105 3.21465 -2.30437
H -2.01010 1.75121 -2.42636
H 1.09407 1.91771 -4.96990
H 2.47229 1.45116 -3.91029
H 1.67658 3.02309 -3.68912
H 2.13890 -2.96544 2.18983
H 1.70811 -2.67107 0.48077
H 0.43923 -2.64135 1.72255
H 1.12148 -0.73175 4.11367
H -0.31054 -0.56546 3.05131
H 0.69921 0.85422 3.40577
H 3.67233 -1.32967 3.09948
H 3.61851 0.45999 2.93295
H 4.18409 -0.54015 1.56253
C 5.13546 -0.91390 -2.33937
C 4.67703 -2.05319 -3.00453
C 5.59141 -2.91312 -3.65261
C 6.95981 -2.60905 -3.65758
C 7.41477 -1.44910 -3.00988
C 6.50387 -0.61304 -2.33988
Se 3.91758 0.49456 -1.50891
H 2.50001 -0.58813 -1.15908
H 3.60397 -2.26649 -3.03059
H 5.23107 -3.80773 -4.17125
H 7.66847 -3.25989 -4.18478
H 8.47556 -1.18356 -3.03265
H 6.84922 0.29171 -1.83867
C -6.23167 -3.28884 3.02773
C -6.03162 -1.88888 3.56456
N -5.39226 -0.95586 2.59339
C -6.24316 -0.61719 1.43496
C -7.52255 0.07360 1.87277
C -4.01403 -1.07495 2.43007
O -3.35654 -1.96867 2.96038
C -3.32704 0.02091 1.65971
C -3.81971 1.33535 1.66932
C -3.05469 2.33885 1.07499
C -1.80937 1.99651 0.52943
N -1.30906 0.75410 0.55537
C -2.05136 -0.21340 1.11838
H -6.78539 -3.28743 2.08253
H -6.78032 -3.88753 3.76167
H -5.25170 -3.75333 2.87155
H -6.98798 -1.42774 3.82796
H -5.39312 -1.91367 4.45388
H -5.67473 0.04129 0.77230
H -6.48053 -1.53480 0.86651
H -7.29396 0.92638 2.52176
H -8.03522 0.45695 0.98563
H -8.20119 -0.60502 2.39864
H -4.76519 1.55450 2.15982
H -3.38177 3.37433 1.03064
H -1.20091 2.76941 0.04579
H -1.61599 -1.21665 1.14185
*
```

Energy ... -4882.36244 Ha
LUMO level ... -14.25 eV
Kohn-Sham gap ... 2.9 eV

Record 9
# C8H9N2O3PS

A single C8H9N2O3PS molecule (the ωB97M-V functional and the def2-TZVPD basis, the OMol25 dataset).

Structure (ORCA input):
```
! RIJCOSX wB97M-V def2-TZVPD def2/J DEFGRID3
* xyz 0 1
C -2.78400 -0.43221 0.85813
C -2.88897 0.40005 1.93941
C 0.11915 1.36350 -0.54282
C 0.78798 0.55658 -1.39818
C -1.67860 -0.17018 0.05904
C -0.98356 1.49078 1.60594
C 1.77723 1.05820 -2.34244
C 1.98585 -1.94568 0.78770
N -2.07547 1.32529 2.31927
N -0.87883 0.93115 0.31978
O -1.31307 -0.98055 -0.93904
O 0.40466 -2.21000 -2.22898
O 0.73044 -1.52640 0.34125
P 0.29801 -1.17016 -1.17122
S 0.34317 2.38839 1.92500
H -3.35817 -1.35707 0.87602
H -3.74162 0.37503 2.64118
H 0.26026 2.39898 -0.72644
H 1.35648 1.44933 -3.22345
H 2.68521 0.49745 -2.28320
H 2.16697 1.86826 -1.77902
H 2.91240 -1.32346 0.80488
H 2.24006 -2.87142 0.31061
H 1.63443 -2.11585 1.84656
*
```

Energy ... -1385.01954 Ha
LUMO level ... -0.55 eV
Kohn-Sham gap ... 7.9 eV

no.,F_max (eV Å⁻¹)
1,1.4
2,1.1
3,4.9
4,1.7
5,0.6
6,2.8
7,1.4
8,3.4
9,3.1